16
Properties=species:S:1:pos:R:3:forces:R:3:mulliken_charge:R:1 method="wB97M-V/def2-TZVPD" e_homo_ev=-14.57 mol_weight_da=88.1 e_above_lowest_kcal_mol=40.9 total_charge=+1 orbital_gap_ev=10.83 e_tot_ha=-288.0979
O -0.16212 3.13252 0.62841 -0.91 -0.96 1.35 -0.45
C -0.74727 2.36725 1.37078 0.76 -0.11 -0.10 0.28
C -1.10584 0.97167 0.90549 0.34 -0.81 -0.82 -0.55
N -0.44360 0.66913 -0.40580 -0.72 2.08 -0.57 -0.25
H -1.02465 2.46315 2.45732 0.26 0.91 -0.80 0.32
H -0.77029 0.15910 1.53334 0.05 0.22 0.85 0.34
H -2.17582 0.84877 0.79078 -0.28 0.13 0.04 0.34
H -1.11799 0.77046 -1.16782 0.16 -0.06 -0.07 0.37
H 0.28113 1.39813 -0.58095 -0.27 -0.37 0.15 0.41
H -0.05017 -0.25537 -0.45683 0.63 -1.02 -0.07 0.11
C 1.21779 -2.03210 -1.54054 0.16 0.43 1.53 -0.40
C 1.18578 -2.10509 -0.19939 0.25 -0.23 -0.36 -0.80
H 2.00138 -1.42214 -1.99781 -0.43 -0.36 -0.29 0.31
H 0.46885 -2.57784 -2.08617 0.10 -0.02 -0.57 0.31
H 1.94447 -1.62839 0.41644 -0.03 0.04 -0.10 0.35
H 0.49835 -2.75926 0.33274 -0.06 0.13 -0.16 0.33

16
Properties=species:S:1:pos:R:3:forces:R:3:mulliken_charge:R:1 method="wB97M-V/def2-TZVPD" e_homo_ev=-14.01 mol_weight_da=88.1 e_above_lowest_kcal_mol=52.6 total_charge=+1 orbital_gap_ev=8.52 e_tot_ha=-288.0793
C -2.16964 0.10745 -0.34168 0.09 0.70 -0.18 -1.10
C -1.14810 0.52702 0.66835 0.00 1.09 -0.43 -0.18
C 0.13490 0.20357 0.51864 0.33 -1.12 -0.58 -0.30
N 1.06154 0.19677 1.63158 -1.00 2.12 0.78 0.00
C 2.13844 0.87563 1.73419 0.17 -0.67 -0.45 -0.10
H -2.06193 -0.95846 -0.48717 -0.21 -0.12 -0.38 0.31
H -2.03057 0.66485 -1.26478 0.27 -0.24 -0.39 0.31
H -3.18919 0.37563 -0.07176 0.09 -0.23 0.47 0.36
H -1.43950 1.33468 1.34225 -0.08 -0.92 0.95 0.36
H 0.55594 -0.10073 -0.43179 -0.04 -0.74 0.09 0.41
H 0.61152 -0.08297 2.50264 0.12 -0.04 -0.03 0.35
H 2.63894 1.15088 0.81605 -0.02 0.47 -0.01 0.30
H 2.53908 1.11462 2.70908 0.29 -0.35 0.04 0.28
H 1.15946 -2.40107 -2.75353 0.00 -0.06 -0.10 0.31
H 0.53480 -1.42823 -3.75619 0.01 -0.03 -0.06 0.31
O 0.66431 -1.57963 -2.81590 -0.01 0.15 0.27 -0.61

16
Properties=species:S:1:pos:R:3:forces:R:3:mulliken_charge:R:1 method="wB97M-V/def2-TZVPD" e_homo_ev=-15.41 mol_weight_da=88.1 e_above_lowest_kcal_mol=68.4 total_charge=+1 orbital_gap_ev=10.89 e_tot_ha=-288.0541
C 0.83988 -2.48496 -0.93330 5.14 1.95 1.13 -0.69
O 0.89977 -1.00899 -0.79460 -5.29 0.82 4.75 -0.32
C -0.15948 -0.51681 0.22983 2.72 -1.50 -2.80 0.18
N -0.28553 0.74989 0.35280 -0.38 -1.01 0.57 0.17
C -1.39950 1.36392 1.11808 0.09 2.20 0.41 -0.89
C 0.67682 1.50802 -0.36216 1.84 3.05 -1.49 -0.87
H 1.12448 -2.50784 -1.96411 0.21 -1.03 -0.48 0.25
H -0.03519 -2.94685 -0.71798 -2.94 -0.95 0.52 0.40
H 1.66808 -2.83381 -0.19578 -1.39 0.09 -1.64 0.28
H -0.80991 -1.18964 0.82036 0.61 -0.03 -0.76 0.32
H -2.31937 1.51611 0.60755 -0.26 0.20 -1.93 0.42
H -1.28176 2.36181 1.64612 1.12 -1.24 -0.95 0.35
H -1.81082 0.75575 1.84210 0.16 -2.01 1.92 0.37
H 1.29945 0.89856 -1.06703 -1.23 0.68 0.55 0.33
H 1.46019 1.98555 0.28597 -1.06 -0.43 0.00 0.34
H 0.13287 2.34927 -0.86784 0.66 -0.81 0.21 0.38

16
Properties=species:S:1:pos:R:3:forces:R:3:mulliken_charge:R:1 method="wB97M-V/def2-TZVPD" e_homo_ev=-13.11 mol_weight_da=88.1 e_above_lowest_kcal_mol=46.9 total_charge=+1 orbital_gap_ev=8.99 e_tot_ha=-288.0884
N 1.34408 0.42804 2.34886 -0.85 2.69 -2.28 -0.34
C 1.51029 -0.39160 1.08214 1.59 -0.27 -0.92 -0.66
C 0.77650 0.31629 -0.14847 -1.20 -2.78 2.74 -0.63
C -0.53504 -0.38560 -0.43353 0.45 -1.90 -2.74 -0.49
C -1.31723 0.04990 -1.74774 1.26 1.14 0.56 0.02
O -2.49275 -0.13986 -1.91513 1.60 0.14 -0.02 -0.42
H 0.37811 0.62696 2.68039 0.46 -0.39 -0.56 0.33
H 1.75027 1.38533 1.99985 -0.78 -1.98 1.61 0.43
H 1.82940 0.04480 3.11341 1.20 -0.39 1.32 0.32
H 1.36944 -1.53241 1.22425 -0.41 2.13 -0.07 0.44
H 2.64227 -0.27855 0.89204 -1.67 -0.28 0.32 0.33
H 0.56478 1.33113 -0.02317 0.37 1.88 0.46 0.44
H 1.48818 0.12413 -0.85700 1.38 0.07 -2.51 0.35
H -0.26831 -1.47762 -0.56380 -0.62 0.93 0.01 0.27
H -1.24033 -0.33134 0.32946 -1.16 0.15 1.60 0.34
H -0.58746 0.69618 -2.43083 -1.60 -1.15 0.47 0.26

16
Properties=species:S:1:pos:R:3:forces:R:3:mulliken_charge:R:1 method="wB97M-V/def2-TZVPD" e_homo_ev=-15.45 mol_weight_da=88.1 e_above_lowest_kcal_mol=58.9 total_charge=+1 orbital_gap_ev=12.21 e_tot_ha=-288.0693
C 0.49548 -1.46335 0.01465 -2.52 -0.71 -3.31 -0.40
C -0.88096 -0.01023 -0.33901 1.05 -0.16 -2.50 0.15
C -1.95304 0.71383 0.40368 1.73 2.75 -0.35 -1.24
C 1.82117 0.60119 -0.29718 -0.26 2.59 0.19 -0.73
N 0.57691 0.00249 0.21562 -1.00 -1.09 3.32 0.03
O -0.94127 -1.39443 -0.05287 0.35 0.42 -0.27 -0.37
H 0.83636 -1.81966 -1.00529 0.25 1.10 0.93 0.34
H 0.73791 -2.21517 0.67496 1.26 -0.87 2.23 0.29
H -0.58152 0.24338 -1.44345 -1.69 -0.42 1.49 0.40
H -1.96965 0.42338 1.44139 0.05 -0.19 0.37 0.40
H -2.89368 0.52265 -0.02870 -1.14 -0.48 -0.63 0.37
H -1.80481 1.84638 0.32394 -0.15 -1.47 0.17 0.34
H 2.27826 -0.07673 -1.04479 -0.21 0.62 0.62 0.30
H 1.56394 1.63375 -0.72558 0.48 -1.59 0.32 0.35
H 2.42001 0.81047 0.61463 0.14 -0.40 -0.95 0.34
H 0.29487 0.18206 1.24801 1.66 -0.12 -1.63 0.43

16
Properties=species:S:1:pos:R:3:forces:R:3:mulliken_charge:R:1 method="wB97M-V/def2-TZVPD" e_homo_ev=-14.64 mol_weight_da=88.1 e_above_lowest_kcal_mol=55.0 total_charge=+1 orbital_gap_ev=10.97 e_tot_ha=-288.0755
C 0.23964 1.29561 1.65412 -0.41 0.82 0.66 -1.22
C 0.26305 -0.02205 0.84964 -0.23 -0.57 -1.26 0.18
C -0.99252 -0.92056 0.61834 -0.56 1.82 -0.57 -0.72
C -0.48842 -0.12782 -0.55718 1.89 -1.37 1.91 0.52
N 0.32494 -1.17868 -1.82414 -2.88 1.97 -0.57 -0.54
O -1.18644 0.81969 -1.15537 -0.10 -0.03 -0.74 -0.47
H -0.73196 1.89781 1.58027 1.05 -1.29 -0.07 0.29
H 0.99737 2.02355 1.25778 -0.35 -0.88 0.59 0.33
H 0.40085 1.11176 2.79263 -0.08 0.19 -2.14 0.33
H 1.18717 -0.69230 0.93677 -1.29 1.33 -0.06 0.29
H -0.69663 -1.93592 0.62720 -0.23 -1.00 0.05 0.24
H -2.02898 -0.67981 0.99184 1.39 -0.21 -0.32 0.28
H 0.72671 -2.00228 -1.38446 -0.17 -0.15 -0.36 0.34
H 1.04400 -0.59704 -2.27907 -0.23 -0.53 0.27 0.35
H -0.48602 -1.35317 -2.56411 2.31 -0.04 2.06 0.38
H -0.63699 1.48379 -1.61178 -0.12 -0.08 0.53 0.40

16
Properties=species:S:1:pos:R:3:forces:R:3:mulliken_charge:R:1 method="wB97M-V/def2-TZVPD" e_homo_ev="-12.17 / -17.15" mol_weight_da=88.1 e_above_lowest_kcal_mol=72.7 total_charge=+1 s2=2.015 orbital_gap_ev="8.75 / 9.07" e_tot_ha=-287.8609 multiplicity=3
C -0.33172 0.74051 0.77116 -4.57 0.17 -0.15 -0.20
C -0.91965 -0.10506 1.92491 0.95 2.37 -1.02 -1.08
C 0.57167 1.06748 -1.51597 -0.68 0.92 0.02 -0.71
C 0.59331 -1.14660 -0.59246 2.30 -1.60 -1.54 -0.97
N 0.54186 0.23594 -0.26789 -3.27 3.12 2.67 0.34
O 1.53691 0.72909 0.68412 4.65 -0.95 -1.35 -0.09
H -0.58469 1.81315 0.63390 0.24 -1.07 0.17 0.46
H -0.41705 -1.04064 2.08375 0.20 -0.31 0.26 0.35
H -1.92363 -0.24726 1.59482 -1.00 -0.57 0.21 0.32
H -0.94649 0.56259 2.82600 0.16 -0.88 -0.67 0.34
H 1.17829 0.48372 -2.18418 -0.42 -0.10 -0.84 0.33
H -0.51059 1.33382 -1.80597 1.89 -0.69 0.30 0.33
H 1.16886 1.96107 -1.35384 -0.31 0.32 0.37 0.40
H 0.89925 -1.70954 0.24775 -0.19 -0.68 1.07 0.43
H -0.25459 -1.63506 -1.14756 0.57 1.25 0.65 0.31
H 1.50908 -1.07808 -1.21032 -0.51 -1.32 -0.17 0.43

17
Properties=species:S:1:pos:R:3:forces:R:3:mulliken_charge:R:1 method="wB97M-V/def2-TZVPD" e_homo_ev=-3.75 mol_weight_da=104.1 e_above_lowest_kcal_mol=61.1 total_charge=-1 orbital_gap_ev=8.15 e_tot_ha=-363.6271
O 1.21674 -1.40734 0.44153 -0.11 0.22 -0.93 -0.73
C 0.90413 -0.64632 -0.50948 0.60 0.22 1.14 0.05
C -0.09841 -1.07447 -1.57214 -0.26 1.54 0.34 -0.33
N -0.45243 0.09345 -2.41462 -1.03 -0.99 -1.41 -0.80
H 1.66037 0.12811 -0.83780 -0.52 -0.44 -0.06 0.32
H 0.26981 -1.83744 -2.25311 0.14 -0.39 0.29 0.38
H -0.94310 -1.36864 -0.94667 -0.10 -0.61 -0.25 0.20
H -1.28727 -0.20599 -2.98351 1.13 0.68 0.73 0.20
H -0.73737 0.86189 -1.81909 -0.03 -0.18 0.32 0.36
C 0.11867 1.18402 1.35333 -0.65 -1.98 0.87 -0.38
O -0.29894 0.65126 0.14503 0.54 0.41 0.19 -0.55
C -1.01726 0.93270 2.41502 1.09 -0.85 -0.66 -1.15
H 0.26975 2.24530 1.33662 0.41 1.05 -0.28 0.31
H 1.05381 0.67314 1.74063 -0.61 0.44 -0.40 0.23
H -0.84711 1.39434 3.39145 0.04 0.00 0.02 0.37
H -1.13872 -0.16198 2.49764 0.13 0.41 0.22 0.25
H -1.91842 1.29017 1.96324 -0.75 0.46 -0.11 0.26

17
Properties=species:S:1:pos:R:3:forces:R:3:mulliken_charge:R:1 method="wB97M-V/def2-TZVPD" e_homo_ev=-3.02 mol_weight_da=104.1 e_above_lowest_kcal_mol=119.8 total_charge=-1 orbital_gap_ev=7.14 e_tot_ha=-363.5335
C -0.07857 0.74611 -0.83737 -1.36 2.48 -0.11 -0.66
C 0.34762 -0.70381 -0.83865 0.75 -0.35 -3.35 0.45
C -0.89987 -1.62822 -0.76798 -0.13 0.99 0.27 -1.27
O 1.34973 -0.85814 0.05525 1.88 -10.56 -13.79 -0.57
N -0.48418 1.09830 0.50365 -0.16 0.88 2.09 -0.45
C 0.56137 1.24644 1.64138 1.23 0.45 -1.78 -0.49
O 1.39104 0.20470 1.81364 -0.80 3.20 5.04 -0.81
H -0.97843 0.96051 -1.44128 -0.11 -0.81 -0.18 0.30
H 0.48313 1.68979 -1.20781 0.61 -2.15 0.52 0.23
H 0.79635 -1.00834 -1.82409 -0.30 0.48 0.16 0.19
H -1.48137 -1.58125 -1.67588 -0.24 0.81 -0.65 0.37
H -0.62217 -2.67140 -0.84576 0.20 -0.35 1.26 0.37
H -1.57416 -1.24981 0.03039 0.38 -1.21 -0.09 0.23
H 1.24246 -0.39673 0.72989 -1.18 6.44 10.33 0.34
H -1.14861 0.44295 0.88952 -0.19 -0.20 -0.28 0.25
H -0.05052 1.55922 2.50044 -0.16 -0.04 0.18 0.32
H 1.14616 2.14968 1.27468 -0.43 -0.07 0.39 0.20

17
Properties=species:S:1:pos:R:3:forces:R:3:mulliken_charge:R:1 method="wB97M-V/def2-TZVPD" e_homo_ev=-3.91 mol_weight_da=104.1 e_above_lowest_kcal_mol=58.7 total_charge=-1 orbital_gap_ev=8.09 e_tot_ha=-363.6308
N -2.31326 -2.00480 -0.38801 -0.10 -0.14 -0.13 -0.71
C -1.10403 -2.02527 -1.22179 -0.03 -0.05 -0.07 -0.31
O 0.02795 -1.50962 -0.63225 -0.01 0.26 0.21 -0.66
H -2.37280 -1.07125 0.00617 -0.02 0.13 0.03 0.35
H -2.17917 -2.62745 0.40047 0.14 0.03 0.06 0.23
H -0.91253 -3.07219 -1.49923 -0.10 0.00 -0.09 0.31
H -1.36926 -1.47783 -2.14471 0.00 -0.02 0.02 0.23
C 0.17175 1.54600 0.07838 -0.20 -0.09 0.19 -0.66
O -0.74746 0.57276 0.39973 0.08 -0.03 -0.16 -0.80
C 1.21514 1.68224 1.16303 -0.68 0.06 -0.20 0.05
C 2.51806 1.65576 0.97691 0.86 0.01 0.20 -0.69
H -0.32129 2.52814 -0.05318 0.06 0.14 0.01 0.29
H 0.69691 1.33761 -0.86984 0.08 0.02 -0.12 0.23
H -0.28628 -0.53747 -0.15785 0.06 -0.36 0.03 0.39
H 0.77983 1.74706 2.15516 0.11 0.03 0.14 0.27
H 3.23635 1.71340 1.79165 -0.14 0.02 0.05 0.24
H 2.96008 1.54292 -0.00464 -0.12 -0.02 -0.18 0.24